The following is a DFT calculation (wB97M-V/def2-TZVPD) of a cluster of 2 separate species, C3H7O3 in total at a distorted geometry.

Total charge ... -1
ΔE to the lowest compared entry with this formula, charge and spin ... 104.7 kJ/mol
2S+1 ... 1
Maximum force ... 1.6 eV/A

Structure (XYZ):
```
13
Properties=species:S:1:pos:R:3:lowdin_charge:R:1
C -1.299 -1.913 -0.770 -0.1994
O -0.399 -1.445 -1.731 -0.1762
H 0.381 -0.985 -1.369 0.0444
H -2.222 -2.099 -1.335 0.0709
H -1.417 -1.176 0.018 0.0673
H -0.920 -2.864 -0.347 0.0647
C 1.234 0.200 1.508 -0.0543
C 0.393 1.127 0.541 -0.7620
O 0.265 0.715 -0.637 -0.0967
O -0.076 2.119 1.118 -0.0854
H 1.437 -0.794 1.129 0.0366
H 0.637 0.113 2.410 0.0459
H 2.218 0.570 1.791 0.0442
```

=====

The following is a DFT calculation (wB97M-V/def2-TZVPD) of a cluster of 2 separate species, C3H7O3 in total at a distorted geometry.

Total charge ... -1
ΔE to the lowest compared entry with this formula, charge and spin ... 160.5 kJ/mol
2S+1 ... 1
Maximum force ... 4.5 eV/A

Structure (XYZ):
```
13
Properties=species:S:1:pos:R:3:lowdin_charge:R:1
C -0.038 -2.168 -1.278 -0.0632
C 0.698 -1.240 -0.407 -0.7477
O 0.948 -0.050 -0.798 -0.1109
O 1.247 -1.718 0.636 -0.1012
H 0.590 -2.947 -1.678 0.0582
H -0.434 -1.550 -2.124 0.0785
H -0.816 -2.723 -0.740 0.0685
C -0.671 2.182 1.264 -0.2425
O 0.478 2.270 0.487 -0.2097
H 0.572 1.342 -0.033 0.0693
H -0.597 2.923 2.086 0.0594
H -1.674 2.310 0.763 0.0830
H -0.303 1.369 1.822 0.0583
```

=====

The following is a DFT calculation (wB97M-V/def2-TZVPD) of a cluster of 2 separate species, C3H7O3 in total at a distorted geometry.

ΔE to the lowest compared entry with this formula, charge and spin ... 162.8 kJ/mol
2S+1 ... 2
Maximum force ... 3.7 eV/A
Expectation value of S² ... 0.753

Structure (XYZ):
```
13
Properties=species:S:1:pos:R:3:lowdin_charge:R:1
O -0.459 1.441 0.052 -0.0650
C -1.284 -1.987 -0.273 -0.1215
O -0.895 -0.770 0.318 -0.1624
C -0.811 0.288 -0.598 -0.3764
H -1.326 -2.741 0.520 0.0897
H -2.278 -1.904 -0.745 0.0884
H -0.555 -2.306 -1.038 0.0877
H -1.788 0.459 -1.087 0.1345
H -0.073 0.032 -1.388 0.1300
C 2.663 1.899 1.140 -0.0369
O 3.537 1.135 1.351 0.0455
H 0.566 1.460 0.372 0.1065
H 2.703 2.995 1.376 0.0800
```

=====

The following is a DFT calculation (wB97M-V/def2-TZVPD) of a structure of composition C3H7O3PS2 at a distorted geometry.

ΔE to the lowest compared entry with this formula, charge and spin ... 0.0 kJ/mol
2S+1 ... 1
Maximum force ... 4.2 eV/A

Structure (XYZ):
```
16
Properties=species:S:1:pos:R:3:lowdin_charge:R:1
C 0.263 1.148 -1.718 -1.2110
C -1.590 0.379 1.909 -0.0816
C 1.155 -2.100 -0.392 -0.1440
O 1.257 1.262 1.536 -0.2514
O -0.705 -0.165 0.936 -0.3018
O 1.565 -1.002 0.360 -0.2588
P 0.752 0.355 0.521 0.5686
S 0.872 0.539 -3.061 0.5851
S -0.638 2.623 -1.805 0.6651
H -2.235 0.925 1.329 0.0532
H -1.110 0.983 2.662 0.0778
H -2.056 -0.519 2.479 0.1290
H -0.059 -2.148 -0.330 0.1339
H 1.666 -2.945 0.166 0.1126
H 1.334 -2.103 -1.448 0.0451
H -0.470 2.768 -3.147 -0.1221
```

=====

The following is a DFT calculation (wB97M-V/def2-TZVPD) of a structure of composition C3H7O3Yb at a distorted geometry.

ΔE to the lowest compared entry with this formula, charge and spin ... 0.0 kJ/mol
2S+1 ... 2
Maximum force ... 1.9 eV/A
Expectation value of S² ... 0.753

Structure (XYZ):
```
14
Properties=species:S:1:pos:R:3:lowdin_charge:R:1
C -1.264 2.262 -2.219 -0.3403
O -0.257 1.317 -2.295 -0.5515
H -0.965 3.250 -2.623 0.0578
H -2.170 1.950 -2.775 0.0570
H -1.592 2.431 -1.161 0.0559
O 1.845 -1.859 -0.292 -0.3645
C 1.419 -1.920 0.975 -0.4140
O 0.423 -0.816 1.088 -0.3088
C -0.290 -0.680 2.232 -0.0250
Yb 0.782 -0.269 -1.222 1.4600
H 2.191 -1.700 1.738 0.1212
H 0.873 -2.846 1.241 0.1211
H -1.129 0.012 2.182 0.0626
H 0.134 -1.132 3.131 0.0684
```

=====

The following is a DFT calculation (wB97M-V/def2-TZVPD) of a cluster of 2 separate species, C3H7O5PS in total at a distorted geometry.

Total charge ... -2
ΔE to the lowest compared entry with this formula, charge and spin ... 0.0 kJ/mol
2S+1 ... 1
Maximum force ... 3.3 eV/A

Structure (XYZ):
```
17
Properties=species:S:1:pos:R:3:lowdin_charge:R:1
C -0.999 -0.075 1.227 -0.1800
C -1.309 -0.619 -1.232 -0.2981
C -1.114 0.447 -0.124 -0.8462
O 1.691 -1.137 -0.164 -0.3701
O 3.076 0.973 -0.995 -0.4224
O 2.074 0.860 1.439 -0.2315
O -0.587 -1.840 -0.868 -0.2173
O 0.614 1.116 -0.685 -0.3210
P 1.883 0.405 -0.238 0.1844
S -2.087 1.860 -0.328 0.3407
H -1.866 -0.812 1.503 0.1209
H -0.117 -0.649 1.384 0.0434
H -1.041 0.733 1.911 0.0375
H -2.270 -1.124 -1.289 0.0947
H -0.990 -0.223 -2.168 0.0808
H 0.428 -1.539 -0.704 -0.0001
H 2.615 1.622 1.331 -0.0156
```

=====

The following is a DFT calculation (wB97M-V/def2-TZVPD) of a cluster of 2 separate species, C3H7OS in total at a distorted geometry.

Total charge ... -1
ΔE to the lowest compared entry with this formula, charge and spin ... 77.8 kJ/mol
2S+1 ... 1
Maximum force ... 1.0 eV/A

Structure (XYZ):
```
12
Properties=species:S:1:pos:R:3:lowdin_charge:R:1
C 1.284 -0.649 -2.487 -0.7323
S 0.074 -1.285 -1.252 0.0042
H 1.000 0.378 -2.719 -0.0344
H 2.317 -0.569 -2.138 -0.0191
H 1.165 -1.232 -3.393 -0.0354
O 0.209 2.078 1.985 0.0060
C -0.697 1.438 1.509 -0.3426
C -1.131 0.090 1.978 -0.0903
H -1.215 1.811 0.610 0.1065
H -0.844 -0.705 1.274 0.0030
H -2.221 0.023 2.047 0.0711
H -0.660 -0.115 2.923 0.0633
```

=====

The following is a DFT calculation (wB97M-V/def2-TZVPD) of a cluster of 2 separate species, C3H7OS in total at a distorted geometry.

ΔE to the lowest compared entry with this formula, charge and spin ... 70.1 kJ/mol
2S+1 ... 2
Maximum force ... 1.2 eV/A
Expectation value of S² ... 0.753

Structure (XYZ):
```
12
Properties=species:S:1:pos:R:3:lowdin_charge:R:1
S 0.171 2.081 -2.730 0.5756
H 0.296 3.409 -2.759 -0.2316
C -0.494 -1.888 0.886 -0.1204
C 0.223 -0.579 1.096 -0.1529
C 0.048 0.430 0.246 -0.2765
O 0.864 1.508 0.110 -0.0900
H -1.014 -2.221 1.790 0.0638
H -1.222 -1.777 0.083 0.0656
H 0.228 -2.667 0.638 0.0684
H 0.999 -0.529 1.852 0.1016
H -0.848 0.432 -0.379 0.0993
H 0.749 1.801 -0.834 -0.1030
```

=====

The following is a DFT calculation (wB97M-V/def2-TZVPD) of an isolated molecule of C3H7P at a distorted geometry.

ΔE to the lowest compared entry with this formula, charge and spin ... 0.0 kJ/mol
2S+1 ... 1
Maximum force ... 2.1 eV/A
SMILES string ... C[C@@H]1CP1

Structure (XYZ):
```
11
Properties=species:S:1:pos:R:3:lowdin_charge:R:1
C -0.083 0.741 -0.906 -0.1433
C 0.322 -0.575 -0.315 -0.5133
C -0.214 -1.027 0.998 -0.4548
P 1.592 -0.621 1.269 0.8397
H 0.027 1.549 -0.185 0.0608
H -1.132 0.701 -1.209 0.0743
H 0.514 0.972 -1.787 0.0704
H 0.569 -1.354 -1.021 0.0819
H -0.948 -0.401 1.491 0.0662
H -0.427 -2.087 1.089 0.0535
H 1.344 0.712 1.599 -0.1353
```

=====

The following is a DFT calculation (wB97M-V/def2-TZVPD) of an isolated molecule of C3H8BIS at a distorted geometry.

ΔE to the lowest compared entry with this formula, charge and spin ... 0.0 kJ/mol
2S+1 ... 1
Maximum force ... 4.0 eV/A
SMILES string ... CB(C)CSI

Structure (XYZ):
```
14
Properties=species:S:1:pos:R:3:lowdin_charge:R:1
C -0.867 -0.880 1.130 -0.0504
B -0.303 0.038 0.021 -0.4399
C -1.433 0.868 -0.706 -0.0419
C 1.240 0.086 -0.448 -0.5784
S 2.408 -0.808 0.623 0.2250
I 4.525 -0.161 -0.440 0.3402
H -1.912 -0.998 1.030 0.0448
H -0.643 -0.408 2.210 0.1437
H -0.383 -1.774 1.051 0.0154
H -1.279 1.756 -1.309 0.0522
H -2.006 1.236 0.138 0.0614
H -2.164 0.260 -1.260 0.0769
H 1.286 -0.412 -1.423 0.0584
H 1.530 1.196 -0.617 0.0925
```